# 1
Entry from OMol25: a 2-piece molecular cluster, C6H10N2O2S overall (ωB97M-V/def2-TZVPD).

LUMO energy (eV): 0.37
Multiplicity: 1
Highest occupied orbital energy (eV): -8.69
SMILES: CC(C)(C)C#[N+][S-].O=C=NO
HOMO-LUMO gap (eV): 9.07
ΔE to the lowest compared entry with this formula, charge and spin (kJ/mol): 462.5

The geometry in XYZ format:
```
21
C6H10N2O2S (ωB97M-V/def2-TZVPD)
C -1.219 0.235 0.978
C -0.969 0.310 -0.540
C -1.306 -1.037 -1.193
C -1.789 1.442 -1.180
C 0.430 0.634 -0.720
N 1.471 1.157 -0.596
S 2.899 1.764 -0.569
H -0.571 -0.515 1.426
H -1.010 1.192 1.449
H -2.254 -0.034 1.177
H -1.021 -1.048 -2.243
H -2.376 -1.215 -1.126
H -0.786 -1.849 -0.691
H -1.678 1.426 -2.261
H -1.453 2.410 -0.811
H -2.840 1.322 -0.931
O 1.401 -2.789 2.130
C 2.233 -2.022 1.867
N 2.856 -1.015 1.733
O 4.072 -0.610 1.283
H 3.909 0.241 0.818
```


# 2
Entry from OMol25: one molecule with the formula C6H10N2O2S (ωB97M-V/def2-TZVPD).

LUMO energy (eV): 0.48
Multiplicity: 1
Highest occupied orbital energy (eV): -7.91
SMILES: CN(C)S[C@@H]1C=C(O)N=C1O
HOMO-LUMO gap (eV): 8.39
ΔE to the lowest compared entry with this formula, charge and spin (kJ/mol): 347.5

The geometry in XYZ format:
```
21
C6H10N2O2S (ωB97M-V/def2-TZVPD)
C -1.554 -0.918 1.757
N -0.717 0.236 1.314
C -1.362 1.539 1.201
S 0.941 0.206 1.606
C 1.581 0.000 -0.103
C 1.222 1.030 -1.092
C 0.609 0.352 -2.080
O 0.116 0.890 -3.215
N 0.632 -1.003 -1.968
C 1.180 -1.241 -0.811
O 1.495 -2.394 -0.259
H -0.934 -1.796 1.938
H -2.041 -0.721 2.592
H -2.271 -1.056 1.007
H -2.187 1.783 1.986
H -0.614 2.311 1.592
H -1.757 1.784 0.211
H 2.760 -0.057 0.076
H 1.410 2.092 -0.972
H 0.077 0.274 -3.975
H 1.412 -3.311 -0.806
```


# 3
Entry from OMol25: one molecule with the formula C6H10N2O2Si (ωB97M-V/def2-TZVPD).

LUMO energy (eV): 0.40
Multiplicity: 1
Highest occupied orbital energy (eV): -7.38
SMILES: N[Si](O)(O)Nc1ccccc1
HOMO-LUMO gap (eV): 7.79

The geometry in XYZ format:
```
21
C6H10N2O2Si (ωB97M-V/def2-TZVPD)
N 2.434 -2.535 1.048
Si 2.119 -0.990 0.239
O 3.075 -0.896 -1.037
O 2.318 0.270 1.139
N -0.033 -1.189 -0.054
C -0.786 -0.002 -0.151
C -2.136 -0.212 0.097
C -2.992 0.873 -0.106
C -2.437 2.067 -0.446
C -1.094 2.238 -0.668
C -0.216 1.241 -0.595
H 1.563 -2.923 1.257
H 2.960 -3.211 0.530
H 3.311 -0.129 -1.514
H 1.946 0.259 2.014
H -0.510 -1.909 0.402
H -2.583 -1.110 0.297
H -4.053 0.653 -0.116
H -2.946 2.999 -0.527
H -0.824 3.297 -0.921
H 0.882 1.210 -0.890
```


Number 1 is which compound?
C6H10N2O2S


The highest LUMO energy belongs to which entry?
number 2


HOMO-LUMO gap of number 2 (C6H10N2O2S)?
8.39 eV